Record 1
Entry from the Open Molecules 2025 dataset: a structure of composition C35H40N7O4PtS3Si (wB97M-V/def2-TZVPD).

Results
Total charge ... +1
HOMO-LUMO gap ... 7.117 eV
Largest force on an atom ... 0.017 hartree/bohr
Total energy ... -3645.19957 Ha
Relative energy (zero: lowest compared OMol25 entry of this formula, charge and spin) ... 0.0 kJ/mol

Each line ends with the Mulliken charge.
CARTESIAN COORDINATES (ANGSTROEM)
Pt (-0.3845, 0.5844, 0.4780)  1.4873
S (-1.2210, 2.8931, 2.9457)  1.1143
S (0.0452, 4.7419, 0.1098)  -0.0656
S (-0.9426, -0.6818, -1.3698)  -0.5294
Si (3.1006, 0.2022, 0.4604)  -0.1785
O (-1.2925, -2.7548, 6.4365)  -0.3991
O (-1.7918, 1.6689, 3.4550)  -0.6000
O (-2.0878, 3.9296, 2.4547)  -0.7155
O (1.4783, -0.0078, 0.4720)  0.8239
N (-0.2726, 2.3871, 1.7041)  -0.4133
N (2.1427, 5.1909, 7.1895)  -0.4916
N (0.0773, 2.2812, -0.4656)  -0.0913
N (-2.3809, 0.7975, 0.0758)  -0.3870
N (-0.8430, -0.8973, 1.8028)  -0.7708
N (-3.6277, -0.2428, -1.6418)  -0.5626
N (-0.7199, -1.1473, 4.2380)  0.1466
C (5.2940, -1.6221, 0.6796)  -1.9407
C (3.0700, 2.2354, 2.5071)  0.0709
C (-0.0684, 3.1029, 0.5629)  0.6639
C (0.3813, 2.7353, 5.1336)  -0.1793
C (4.4776, 1.7597, -1.5892)  -0.4793
C (-2.3500, -2.0921, 5.7709)  -0.7578
C (-0.2765, -3.1514, 5.5373)  -0.6846
C (2.8780, 0.7929, -3.6347)  -0.8285
C (-2.5079, -0.0027, -1.0038)  0.4263
C (-0.7943, -1.0024, 2.9622)  0.6797
C (1.1509, 3.2724, 6.1391)  -0.9721
C (3.4880, 0.8252, -1.2769)  0.8423
C (4.6708, 2.2029, -2.8920)  -0.6814
C (3.8408, 1.4249, 1.6771)  0.7416
C (3.8721, 1.7208, -3.9180)  -0.5450
C (-5.9979, 0.1159, -1.9124)  -1.2265
C (3.7665, -1.5466, 0.7500)  2.2079
C (3.1766, -2.4778, -0.3184)  -1.7416
C (3.6462, 3.2152, 3.3055)  -0.1997
C (3.2898, -2.0133, 2.1283)  -1.9611
C (-4.7294, 0.3478, -1.1635)  1.0556
C (-0.1939, 3.5670, 4.1755)  -0.4077
C (-1.8570, -0.8113, 5.1210)  -0.3053
C (5.0208, 3.3926, 3.3083)  -0.8203
C (0.7785, 5.4848, 5.2359)  -0.8609
C (5.8148, 2.5812, 2.5104)  -0.9884
C (-3.4737, 1.3712, 0.5893)  0.1538
C (0.3292, 4.2446, -1.5333)  -0.4422
C (0.3070, 2.9049, -1.6685)  -1.0086
C (-4.6860, 1.1592, -0.0231)  -1.2288
C (2.6929, 0.3574, -2.3309)  -0.2061
C (0.3534, -1.9381, 4.8748)  -0.0683
C (0.0051, 4.9436, 4.2321)  -0.5660
C (5.2291, 1.6166, 1.7047)  -0.7075
C (1.3654, 4.6598, 6.2080)  1.0386
H (-2.7912, -2.7519, 5.0126)  0.3718
H (1.9983, 2.1006, 2.5372)  0.0151
H (2.1971, -2.0107, 2.1594)  0.1571
H (0.4760, 2.3246, -2.5614)  0.4753
H (4.0247, 2.0627, -4.9338)  0.4066
H (0.2086, 1.6679, 5.0883)  0.4061
H (5.7673, -1.1059, 1.5162)  0.3571
H (5.4457, 2.9284, -3.1049)  0.4353
H (-6.0589, 0.8323, -2.7350)  0.2810
H (3.6305, -3.0351, 2.3281)  0.5293
H (1.0916, -2.2137, 4.1261)  0.2084
H (2.4979, 4.6154, 7.9299)  0.1892
H (0.9273, 6.5561, 5.2845)  0.3551
H (5.6149, -2.6679, 0.7228)  0.4817
H (2.2304, 6.1847, 7.2915)  0.1874
H (2.0845, -2.4580, -0.3115)  0.1786
H (-0.4753, 5.5878, 3.5073)  0.5553
H (-3.3529, 1.9937, 1.4642)  0.5404
H (0.4706, -3.6920, 6.1153)  0.3758
H (-5.9989, -0.8823, -2.3435)  0.3771
H (5.6798, -1.2015, -0.2530)  0.3476
H (5.4725, 4.1567, 3.9283)  0.4120
H (0.5082, 4.9807, -2.2981)  0.4872
H (5.8743, 1.0119, 1.0787)  0.4835
H (6.8904, 2.7042, 2.5094)  0.4223
H (5.1005, 2.1720, -0.8047)  0.3757
H (1.5999, 2.6267, 6.8834)  0.3322
H (3.4969, -3.5080, -0.1311)  0.5108
H (3.0192, 3.8409, 3.9234)  0.3957
H (3.5182, -2.2062, -1.3193)  0.3814
H (1.9124, -0.3677, -2.1253)  0.3836
H (-2.6247, -0.3130, 4.5355)  0.3776
H (2.2542, 0.4048, -4.4308)  0.4528
H (3.6657, -1.3695, 2.9291)  0.3543
H (-3.1060, -1.8646, 6.5201)  0.4005
H (-5.5808, 1.6171, 0.3709)  0.3993
H (-0.6864, -3.8239, 4.7729)  0.3567
H (-6.8705, 0.2548, -1.2777)  0.3766
H (-1.4879, -0.1133, 5.8740)  0.2182
H (0.8226, -1.2994, 5.6254)  0.2075

=====

Record 2
Entry from the Open Molecules 2025 dataset: a structure of composition C35H41AlN4O4 (wB97M-V/def2-TZVPD).

Results
HOMO-LUMO gap ... 8.270 eV
Largest force on an atom ... 0.004 hartree/bohr
Total energy ... -2121.03312 Ha
Relative energy (zero: lowest compared OMol25 entry of this formula, charge and spin) ... 2.3 kJ/mol

Each line ends with the Mulliken charge.
CARTESIAN COORDINATES (ANGSTROEM)
Al (0.0468, 0.3991, 0.3396)  -1.3553
O (0.8373, 3.8020, -1.6055)  -0.7044
O (0.4460, -1.2925, -0.4764)  -0.5744
O (3.5474, 0.3370, 2.3121)  -0.6561
O (-2.2069, 0.5281, 3.6478)  -0.7036
N (0.4374, 1.5625, -1.1359)  1.6595
N (1.8034, -0.2866, 0.9317)  1.1468
N (-0.3554, 2.0944, 1.1703)  0.3845
N (-1.1547, -0.2133, 1.7135)  1.1291
C (-1.6590, -1.5424, 1.9360)  -0.6657
C (-1.3023, 3.2748, 2.9554)  -0.7971
C (-2.6242, -4.1179, 2.2989)  -1.3987
C (-3.3132, -3.2251, 1.4964)  -0.8129
C (3.0498, -0.4458, 1.5524)  0.2930
C (-2.8498, -1.9284, 1.3101)  0.7821
C (-1.7235, 2.6018, -3.7536)  -1.6648
C (-0.2567, 4.4317, 1.0955)  -0.7206
C (-1.5193, 0.6988, 2.6577)  0.3713
C (-3.1034, -1.0506, -1.0099)  -1.2232
C (2.3287, 1.0901, -2.6243)  0.4473
C (-5.1218, -1.1485, 0.4709)  -2.0920
C (3.6443, -1.7844, 1.1023)  -0.7881
C (-1.4743, -3.7088, 2.9487)  -0.6969
C (1.3284, -3.0363, 3.6523)  -1.6536
C (1.9205, 0.3084, -4.8741)  -1.4792
C (0.5575, 0.4439, -4.6764)  -0.6801
C (0.9440, 1.1662, -2.4221)  -0.5936
C (3.3371, 1.5489, -1.5886)  1.1709
C (4.4558, 0.5280, -1.3746)  -1.5373
C (-0.2061, -1.6484, 5.0507)  -1.6954
C (-0.0203, 3.1981, 0.5234)  0.2576
C (-0.8817, 4.4524, 2.3409)  -0.4334
C (3.9419, 2.8973, -1.9961)  -1.7288
C (2.6042, -2.3841, 0.1492)  -1.0380
C (0.4879, 2.8962, -0.8698)  0.2413
C (0.2194, -1.9818, 3.6156)  1.3899
C (-0.9794, -2.4171, 2.7941)  0.5276
C (0.0480, 0.8830, -3.4598)  1.0966
C (2.7949, 0.6459, -3.8580)  -0.7405
C (-3.6078, -0.9560, 0.4300)  1.3584
C (1.5492, -1.3269, 0.1484)  0.4589
C (-2.3203, 0.1805, -4.0714)  -1.9235
C (-1.4340, 1.1623, -3.3100)  1.7456
C (-1.0236, 2.0864, 2.3108)  0.3670
H (-0.5865, -2.5476, 5.5422)  0.3582
H (0.6493, -1.2852, 5.6247)  0.4564
H (-3.4026, 0.0507, 0.8014)  -0.0056
H (-1.0802, 5.4023, 2.8200)  0.4513
H (5.1280, 0.4924, -2.2339)  0.4964
H (-3.3712, 0.3796, -3.8545)  0.4146
H (-3.5837, -0.3034, -1.6428)  0.3977
H (5.0531, 0.8023, -0.5025)  0.4341
H (4.5019, 2.7906, -2.9282)  0.3401
H (-0.9911, -0.8956, 5.0702)  0.3267
H (-3.3240, -2.0387, -1.4213)  0.3140
H (-2.9962, -5.1255, 2.4347)  0.3876
H (-5.4927, -1.1520, 1.4963)  0.4385
H (1.0532, -3.8752, 4.2941)  0.5092
H (-2.1042, -0.8539, -3.8001)  0.3609
H (4.6322, 3.2495, -1.2263)  0.4663
H (3.8353, -2.4009, 1.9792)  0.4344
H (-1.0995, 3.3155, -3.2151)  0.3160
H (-2.1958, 0.2836, -5.1506)  0.5485
H (2.9589, -2.5652, -0.8662)  0.3666
H (-4.2295, -3.5413, 1.0156)  0.2738
H (2.2997, -0.0383, -5.8271)  0.3830
H (-1.6838, 1.0923, -2.2498)  -0.6375
H (4.6002, -1.5862, 0.6222)  0.4196
H (0.0192, 5.3313, 0.5650)  0.5781
H (1.5416, -3.4441, 2.6629)  0.2752
H (3.1666, 3.6470, -2.1432)  0.3525
H (-1.8497, 3.2646, 3.8866)  0.5876
H (2.8240, 1.6821, -0.6351)  -0.0893
H (4.0628, -0.4798, -1.2317)  0.1310
H (2.1647, -3.3134, 0.5084)  0.4488
H (3.8623, 0.5788, -4.0294)  0.3592
H (-5.4256, -2.0818, -0.0068)  0.3491
H (0.6264, -1.0751, 3.1661)  -0.2096
H (-0.9608, -4.4003, 3.6051)  0.3408
H (-2.7735, 2.8529, -3.5863)  0.4373
H (2.2436, -2.6062, 4.0639)  0.3751
H (-0.1192, 0.2148, -5.4887)  0.3043
H (-1.5129, 2.7138, -4.8200)  0.3417
H (-5.6125, -0.3364, -0.0683)  0.4742
H (-2.0203, -0.9211, -1.0794)  0.2228